# 1
# C6H8Br2O2S

One molecule with the formula C6H8Br2O2S in a non-equilibrium geometry (ωB97M-V with the def2-TZVPD basis set, the Open Molecules 2025 dataset).

Calculated values
- Frontier orbital gap: 9.4303 eV
- Largest force on an atom: 3.6 eV/Å
- SMILES: CCS[C@H]1OC(=O)[C@@H](Br)[C@@H]1Br
- E_HOMO: -0.341 Eh
- LUMO level: 0.1 eV
- 2S+1: 1

Element x y z (Å)
1 Br -4.3857 -1.8319 -0.2159
2 Br -2.9187 2.4815 -0.5162
3 S -0.2984 -0.1493 -0.8881
4 O -2.6748 1.3728 2.6048
5 O -1.5930 -0.2066 1.4654
6 C -1.5493 -0.8291 0.2338
7 C -3.1532 -0.3792 -0.4865
8 C 2.2569 0.6243 -0.2600
9 C -3.4434 0.8122 0.3695
10 C -2.5555 0.7202 1.6207
11 C 1.1852 -0.3565 0.1709
12 H -3.0044 -0.2047 -1.5448
13 H 1.5164 -1.3917 0.0749
14 H 0.8635 -0.1625 1.1940
15 H 3.1010 0.5692 0.4300
16 H -4.4879 0.9309 0.6593
17 H 2.6070 0.4007 -1.2678
18 H 1.8606 1.6398 -0.2488
19 H -1.4766 -1.9083 0.3456

# 2
# C6H8BrClN2O2

A 2-piece molecular cluster, C6H8BrClN2O2 overall in a non-equilibrium geometry (ωB97M-V with the def2-TZVPD basis set, the Open Molecules 2025 dataset).

Calculated values
- Frontier orbital gap (alpha / beta): 7.5318 / 7.1256 eV
- Largest force on an atom: 3.9 eV/Å
- ΔE to the lowest compared entry with this formula, charge and spin: 64.5 kcal per mole
- E_HOMO (alpha / beta): -0.301 / -0.280 Eh
- LUMO level (alpha / beta): -0.7 / -0.5 eV
- 2S+1: 1

Element x y z (Å)
1 Br 2.1495 2.0072 -0.7995
2 Cl 2.2320 1.8527 2.1994
3 O -1.8291 2.6089 0.5595
4 O 0.6129 -0.9816 2.2485
5 N -0.9735 0.6530 -0.3479
6 N -0.5530 1.0712 1.7634
7 C -1.0522 -1.5771 -1.8567
8 C -1.1936 1.6018 0.7166
9 C 2.2862 1.0593 0.8035
10 C -0.2132 -0.3954 0.0591
11 C 0.0998 -0.1778 1.4780
12 C 0.1495 -1.4423 -0.9040
13 H -1.4171 -0.5948 -2.2831
14 H -1.3032 0.8008 -1.2301
15 H 2.8130 0.1362 0.7519
16 H -1.8737 -2.0519 -1.1994
17 H -0.7538 1.3735 2.7124
18 H -0.8063 -2.3266 -2.7845
19 H 1.0788 -1.2302 -1.5206
20 H 0.5470 -2.3869 -0.3667

> Which of these has the highest largest force on an atom?

C6H8BrClN2O2

Copy entry 2 word for word.
# C6H8BrClN2O2

A 2-piece molecular cluster, C6H8BrClN2O2 overall in a non-equilibrium geometry (ωB97M-V with the def2-TZVPD basis set, the Open Molecules 2025 dataset).

Calculated values
- Frontier orbital gap (alpha / beta): 7.5318 / 7.1256 eV
- Largest force on an atom: 3.9 eV/Å
- ΔE to the lowest compared entry with this formula, charge and spin: 64.5 kcal per mole
- E_HOMO (alpha / beta): -0.301 / -0.280 Eh
- LUMO level (alpha / beta): -0.7 / -0.5 eV
- 2S+1: 1

Element x y z (Å)
1 Br 2.1495 2.0072 -0.7995
2 Cl 2.2320 1.8527 2.1994
3 O -1.8291 2.6089 0.5595
4 O 0.6129 -0.9816 2.2485
5 N -0.9735 0.6530 -0.3479
6 N -0.5530 1.0712 1.7634
7 C -1.0522 -1.5771 -1.8567
8 C -1.1936 1.6018 0.7166
9 C 2.2862 1.0593 0.8035
10 C -0.2132 -0.3954 0.0591
11 C 0.0998 -0.1778 1.4780
12 C 0.1495 -1.4423 -0.9040
13 H -1.4171 -0.5948 -2.2831
14 H -1.3032 0.8008 -1.2301
15 H 2.8130 0.1362 0.7519
16 H -1.8737 -2.0519 -1.1994
17 H -0.7538 1.3735 2.7124
18 H -0.8063 -2.3266 -2.7845
19 H 1.0788 -1.2302 -1.5206
20 H 0.5470 -2.3869 -0.3667

> Number 2 is which compound?

C6H8BrClN2O2

> Which value of largest force on an atom does entry 1 give?

3.6 eV/Å